Entry 1:
20
Properties=species:S:1:pos:R:3:mulliken_charge:R:1 method="wB97M-V/def2-TZVPD" mol_weight_g_mol=101.2 smiles=C[NH2+][C@H]1NC1(C)C total_charge=+1 homo_ha=-0.5330 gap_ev=11.55 relative_energy_kj_mol=243.09
C 0.42520 0.90825 0.23034 -0.4289
C 0.20141 -0.34762 0.97264 1.2768
C -0.97397 -1.25602 0.68423 -1.5381
C 1.43041 -1.07679 1.46660 -1.3326
C -0.30440 0.58790 -2.37745 -0.7968
N -0.17630 0.97492 1.45685 -0.5345
N -0.67825 1.24269 -1.13054 -0.3031
H 1.35247 1.34622 -0.10046 0.4477
H -1.10804 -1.93183 1.52551 0.3956
H -0.79584 -1.86095 -0.20213 0.2985
H -1.89787 -0.69427 0.57219 0.4443
H 1.73084 -1.81130 0.72121 0.3476
H 1.21212 -1.60725 2.39027 0.3521
H 2.26575 -0.40305 1.64204 0.3926
H 0.66782 0.94351 -2.71073 0.3357
H -0.25876 -0.48706 -2.23406 0.2848
H -1.04420 0.81165 -3.14702 0.3574
H 0.21946 1.46784 2.24169 0.2841
H -1.58775 0.93247 -0.78139 0.3698
H -0.68010 2.26069 -1.21978 0.3469

Entry 2:
27
Properties=species:S:1:pos:R:3:mulliken_charge:R:1 method="wB97M-V/def2-TZVPD" s_squared=0.775 mol_weight_g_mol=552.9 total_charge=0 homo_ha="-0.3204 / -0.3037" gap_ev="7.49 / 5.22" spin_multiplicity=2
Hg -4.96513 6.41334 -1.85957 1.1215
C -2.39719 7.32479 -3.65503 -0.5104
O -2.89631 7.54976 -2.36963 -0.3535
H -2.74404 6.37530 -4.06276 0.2259
H -2.61472 8.07931 -4.41099 0.2699
H -1.30793 7.34458 -3.61994 0.3059
C -6.15390 4.99520 -5.03755 -0.8445
O -6.02729 5.41550 -3.69301 -0.5649
H -6.60303 4.00375 -5.09593 0.2584
H -6.69920 5.73336 -5.62566 0.2526
H -5.17624 5.00735 -5.51934 0.2418
Cl -4.50786 7.77446 0.51106 -0.5248
C -7.96820 8.43328 -2.58763 -0.3270
Cl -6.19171 8.71262 -2.71491 -0.1241
Cl -8.36967 7.50744 -1.18301 -0.1006
H -8.46125 9.40443 -2.63089 0.3563
H -8.27524 7.76025 -3.38817 0.2231
C -3.20236 2.48803 -1.29863 -0.4362
Cl -3.50397 4.25033 -1.44660 -0.0058
Cl -4.09870 1.67650 0.02544 -0.1441
H -3.41265 1.94544 -2.22030 0.3058
H -2.12786 2.31907 -1.22785 0.3273
C -7.90504 4.22217 0.59999 -0.4978
Cl -6.57590 4.59911 -0.48926 0.0406
Cl -9.42020 3.86345 -0.33047 -0.1454
H -7.60950 3.38205 1.22844 0.3487
H -8.06876 5.07223 1.26234 0.3013